C3H10O3 | ωB97M-V/def2-TZVPD

Each line ends with the natural charge from an NBO analysis.
Positions of all 16 atoms, in Å:
1 H -1.81418 -1.43769 0.10090  0.17
2 H -0.09054 0.24970 -1.17749  0.23
3 O -0.00710 1.75888 1.32356  -0.72
4 C -0.77753 1.81454 0.13666  -0.05
5 O 0.22588 -1.33104 0.47181  -0.75
6 O 2.85601 -1.68318 -1.21105  -0.94
7 H -1.39251 -0.45983 1.42606  0.18
8 H -1.82740 0.53149 -1.19508  0.22
9 C -0.95625 0.46480 -0.55330  -0.47
10 H 3.81698 -1.58616 -1.18252  0.46
11 H 0.46767 0.91930 1.33513  0.47
12 H 0.10404 -2.20400 0.86036  0.48
13 C -1.06844 -0.68716 0.40607  -0.08
14 H 2.55871 -1.06416 -0.52779  0.48
15 H -0.33056 2.51522 -0.58304  0.16
16 H -1.76479 2.19929 0.36972  0.16

Net charge: 0
Energy above the lowest of the compared OMol25 structures with the same formula, charge and spin in kcal/mol: 14.0
Calculated total energy in eV: -9414.926
SMILES string: OCCCO.O